No. 1
Formula: C45H52N2OP
Source: OMol25
Level of theory: the ωB97M-V functional and the def2-TZVPD basis

```
101
Properties=species:S:1:pos:R:3:forces:R:3
C -1.966232 3.548396 2.771580 0.04 -0.03 0.22
C -2.163660 2.434573 1.734101 -0.11 -0.24 -0.02
C -2.748353 3.074900 0.466741 -0.02 -0.13 -0.19
C -3.052193 1.305922 2.296162 0.24 0.35 -0.10
C -4.404976 1.592850 2.519903 -0.04 -0.32 0.12
C -5.273737 0.653870 3.085065 0.28 -0.08 0.00
C -4.781801 -0.606292 3.457780 0.05 0.31 -0.21
C -3.438096 -0.921897 3.232047 0.24 -0.28 0.27
C -2.845010 -2.254176 3.676722 -0.20 -0.12 0.00
C -3.617201 -3.452099 3.132991 -0.10 -0.15 -0.12
C -2.574569 -2.284642 5.176997 0.06 0.09 0.39
C -2.581231 0.027884 2.654437 -0.51 0.27 -0.20
N -1.210956 -0.388062 2.415605 0.06 -1.18 0.40
P -0.883514 -1.952344 1.746977 2.37 3.65 -2.10
H 1.052437 0.835170 -1.158648 0.09 -1.29 1.09
N 0.804835 -1.605460 2.004194 -1.10 -0.49 0.35
C 1.868208 -2.562584 1.724725 0.60 -0.14 -0.04
C 3.054377 -2.199393 1.044459 0.06 0.32 -0.20
C 3.394276 -0.777184 0.552514 -0.23 -0.20 -0.06
C 3.801832 -0.743049 -0.928277 -0.15 -0.11 -0.19
C 4.535216 -0.168407 1.379548 0.04 -0.09 0.23
C 4.025157 -3.190639 0.847571 -0.21 -0.46 0.27
C 3.868019 -4.486886 1.352882 -0.19 0.20 0.15
C 2.718205 -4.804225 2.084577 0.11 0.14 -0.27
C 1.714785 -3.851162 2.257537 -0.27 0.05 0.36
C 0.479730 -4.162867 3.091765 -0.06 0.12 -0.27
C 0.780563 -4.193896 4.586212 0.14 0.01 0.30
C -0.278457 -5.364247 2.540724 -0.11 -0.25 -0.11
C 0.960896 -0.672537 3.024945 -0.11 0.43 -0.59
C -0.182850 0.008954 3.266750 0.41 0.22 -0.72
H -1.540323 3.163643 3.706429 -0.10 0.11 -0.11
H -1.296979 4.330174 2.385968 -0.16 -0.25 0.05
H -2.932212 4.020718 3.001668 0.26 -0.12 0.02
H -1.185867 2.005051 1.488473 -0.06 0.03 -0.01
H -2.934782 2.337517 -0.324128 0.00 0.12 0.18
H -3.694714 3.585029 0.690927 0.23 -0.11 -0.11
H -2.055439 3.830751 0.070211 -0.16 -0.21 0.13
H -4.770426 2.582457 2.227950 0.03 -0.44 0.21
H -6.327711 0.915617 3.239147 0.50 -0.20 -0.04
H -5.439399 -1.351475 3.917961 0.24 0.34 -0.18
H -1.810465 -2.274347 3.210376 -1.22 -0.67 1.25
H -3.761205 -3.357867 2.047111 -0.01 -0.03 0.25
H -3.109360 -4.407898 3.321650 -0.08 0.33 0.08
H -4.610997 -3.514195 3.592871 0.18 0.03 -0.08
H -1.892484 -1.464682 5.451574 -0.26 -0.22 -0.01
H -3.507136 -2.153346 5.741734 0.17 -0.02 -0.13
H -2.111936 -3.226476 5.505386 -0.17 0.20 -0.22
H 2.495559 -0.163916 0.672363 0.07 0.06 -0.02
H 2.992652 -1.102774 -1.580015 0.20 0.05 0.14
H 4.060908 0.283488 -1.231092 -0.12 -0.26 0.15
H 4.684263 -1.374712 -1.105182 -0.23 0.21 0.00
H 4.272895 -0.117261 2.444580 0.13 0.00 -0.15
H 5.439805 -0.786204 1.280649 -0.22 0.16 0.09
H 4.782297 0.844507 1.030836 -0.17 -0.37 0.07
H 4.933961 -2.941928 0.292534 -0.34 -0.08 0.27
H 4.652899 -5.238057 1.206053 -0.37 0.35 0.03
H 2.577184 -5.795926 2.523499 0.16 0.32 -0.20
H -0.172176 -3.261434 2.955293 0.23 -1.25 0.65
H 1.189489 -3.219257 4.898060 -0.05 -0.36 -0.02
H -0.126896 -4.378889 5.178667 0.23 -0.02 -0.21
H 1.518248 -4.970328 4.835303 -0.19 0.18 -0.09
H -0.461075 -5.240152 1.463187 0.04 -0.06 0.26
H 0.295578 -6.290730 2.667805 -0.10 0.19 0.00
H -1.248624 -5.506928 3.031793 0.26 0.04 0.01
H 1.934459 -0.503566 3.457344 -0.01 -0.05 0.01
H -0.309965 0.831427 3.948976 -0.12 0.08 -0.01
C -1.557221 3.727100 -9.253107 -0.07 0.05 0.27
C -0.270320 3.452478 -8.765847 -0.20 -0.24 -0.02
C -0.091125 2.434900 -7.824269 -0.48 -0.23 -0.30
C -1.204420 1.676740 -7.436325 0.21 0.22 0.08
O -1.010085 0.516151 -6.676587 -0.14 0.30 0.32
C -0.658535 0.738355 -5.345298 -0.20 -0.25 -0.43
C -1.641431 1.148053 -4.435614 0.67 -0.12 -0.16
C -1.238119 1.457550 -3.138792 0.60 0.30 -0.08
C 0.129776 1.416727 -2.813406 -0.06 -0.13 0.27
C 0.664604 1.779353 -1.440392 -0.53 0.29 -0.10
C 1.922964 2.618271 -1.246030 -0.04 0.37 -0.24
C 2.470195 2.632816 0.052024 0.11 -0.11 -0.55
C 3.751239 3.123977 0.273671 -0.14 0.51 -0.38
C 4.477221 3.649878 -0.806765 -0.07 -0.07 -0.09
C 3.922344 3.682469 -2.093181 0.08 -0.02 0.46
C 2.628590 3.203365 -2.306288 -0.01 -0.12 0.32
C 1.034359 0.783949 -3.677020 -0.10 -0.01 -0.21
C 0.654877 0.439998 -4.966707 -0.65 0.46 0.14
C -2.499249 2.002369 -7.838551 0.55 -0.12 0.04
C -2.673005 3.040495 -8.753550 0.26 -0.17 -0.12
H -1.697223 4.497496 -10.010837 0.05 -0.19 0.20
H 0.606845 3.976098 -9.167138 -0.49 -0.12 0.26
H 0.894847 2.166402 -7.444019 -0.24 0.08 -0.16
H -2.677613 1.229894 -4.763305 0.29 -0.02 0.10
H -1.976291 1.722524 -2.377113 0.28 0.19 -0.30
H -0.144997 2.058578 -0.741887 0.34 -0.02 -0.29
H 1.895740 2.200457 0.874557 0.11 0.07 -0.17
H 4.163609 3.129762 1.284390 -0.04 0.04 -0.33
H 5.473957 4.057785 -0.646107 -0.18 -0.18 -0.02
H 4.514118 4.054099 -2.934657 -0.27 0.03 0.35
H 2.181931 3.279189 -3.299987 0.13 -0.24 0.30
H 2.036854 0.527273 -3.318203 -0.27 0.35 -0.17
H 1.330134 -0.006675 -5.693115 -0.13 0.08 0.19
H -3.318855 1.403679 -7.440362 0.12 0.20 -0.28
H -3.681444 3.249947 -9.114730 0.36 0.12 0.07
```
Positions in Å, forces in eV/Å.

## Properties
Multiplicity: 1
Charge: +1

***

No. 2
Formula: C45H53BaCl2F5N4O7P3S
Source: OMol25
Level of theory: the ωB97M-V functional and the def2-TZVPD basis

```
121
Properties=species:S:1:pos:R:3:forces:R:3
Ba 0.260361 1.217426 -0.247456 -0.47 0.88 0.60
F 1.886142 6.942896 1.958176 -0.01 -0.01 -0.01
C 1.128691 6.264344 1.051246 -0.01 0.01 -0.01
C 1.235298 4.891920 0.960809 -0.06 0.05 -0.05
C 0.474241 4.154064 0.043868 0.01 -0.41 -0.05
C -0.389432 4.901354 -0.787133 0.01 -0.08 -0.03
C -0.470429 6.280906 -0.655835 -0.03 0.01 -0.03
F -1.337573 6.999758 -1.431100 0.02 0.01 0.03
C 0.271307 6.999660 0.257861 0.01 0.05 0.02
C -1.188302 4.207644 -1.835697 0.07 0.07 0.04
C -1.298063 4.725471 -3.128443 -0.05 0.04 -0.01
C -2.011345 4.033103 -4.084528 -0.02 -0.02 -0.02
C -2.607202 2.828440 -3.742270 -0.02 0.01 -0.02
C -2.431222 2.375793 -2.449852 -0.04 -0.01 -0.07
N -1.749778 3.034809 -1.517616 0.27 -0.14 0.14
H 1.932980 4.408116 1.634470 0.06 -0.03 0.06
H 0.175446 8.071700 0.346532 0.00 0.00 0.01
H -0.809610 5.657116 -3.370640 0.01 0.02 -0.01
H -2.089328 4.419160 -5.092782 0.00 0.01 -0.02
H -3.162919 2.242473 -4.461229 0.00 -0.01 0.00
H -2.841337 1.420044 -2.143091 -0.01 -0.06 0.01
C -0.854225 -2.862273 1.810332 0.04 -0.05 0.10
P 0.777293 -3.615313 1.436849 0.01 0.05 -0.05
C 1.095057 -3.451946 -0.393250 -0.16 -0.03 0.02
N 2.394189 -3.507473 -0.565032 0.09 0.02 0.02
C 2.903838 -3.446976 -1.813889 0.06 0.02 -0.11
C 4.305786 -3.490241 -2.003770 -0.03 -0.01 -0.02
C 4.812004 -3.434610 -3.268309 0.01 0.00 -0.04
C 3.951698 -3.334125 -4.390557 0.05 0.01 -0.01
C 2.600174 -3.282800 -4.228523 0.00 0.01 0.03
C 2.053838 -3.336084 -2.924589 0.14 0.00 -0.02
N 0.716008 -3.276996 -2.750713 -0.02 -0.04 -0.06
C 0.226050 -3.330725 -1.541146 -0.11 -0.04 0.13
P -1.627718 -3.284316 -1.413027 -0.03 -0.01 0.08
C -1.869524 -1.501090 -1.798205 0.04 0.02 -0.07
C -2.229668 -4.103224 -2.991666 -0.01 0.10 0.00
C -1.941646 -3.363136 -4.296793 -0.01 -0.04 -0.04
C -1.663966 -5.522293 -3.048833 -0.01 0.03 0.04
C -3.751290 -4.191232 -2.798238 0.04 -0.03 0.01
C 0.452012 -5.465090 1.601691 -0.04 0.06 0.03
C -0.921774 -5.925274 1.125644 0.05 0.01 -0.02
C 0.591160 -5.753747 3.100699 -0.02 0.00 -0.03
C 1.537664 -6.229202 0.845968 0.01 0.00 0.02
H -1.007467 -2.985799 2.886754 0.00 0.01 -0.01
H -1.707884 -3.265742 1.274236 0.00 0.00 -0.01
H -0.781948 -1.785275 1.646267 0.01 0.02 -0.05
H 4.939101 -3.555912 -1.129988 0.01 0.00 0.00
H 5.883022 -3.458056 -3.422695 0.02 0.00 -0.01
H 4.378671 -3.277751 -5.383825 0.01 0.00 0.01
H 1.924731 -3.167618 -5.064641 -0.02 0.00 0.00
H -1.234960 -1.156717 -2.617307 -0.02 -0.01 -0.01
H -1.681051 -0.914710 -0.897919 -0.06 -0.04 0.09
H -2.919729 -1.337659 -2.049264 0.02 0.03 -0.02
H -0.875052 -3.219374 -4.447388 -0.06 0.01 -0.01
H -2.429454 -2.388713 -4.317301 -0.02 0.06 0.00
H -2.341583 -3.945582 -5.132699 -0.04 -0.02 -0.03
H -0.601021 -5.518269 -3.282384 0.07 0.01 0.00
H -2.181983 -6.090384 -3.826142 0.00 -0.02 -0.03
H -1.810726 -6.045538 -2.100783 0.00 -0.03 0.01
H -4.201567 -3.203658 -2.683517 -0.02 0.04 -0.01
H -4.007011 -4.780089 -1.916315 -0.01 -0.02 0.02
H -4.206915 -4.663433 -3.672780 0.00 -0.01 -0.03
H -1.723409 -5.455663 1.693851 -0.05 0.02 0.02
H -1.008306 -7.008100 1.257815 -0.01 -0.04 -0.01
H -1.082568 -5.695144 0.072025 0.01 -0.01 0.01
H -0.122449 -5.172654 3.686948 -0.04 0.01 0.04
H 1.593168 -5.510574 3.454757 0.03 0.00 0.01
H 0.400485 -6.812555 3.296324 0.00 -0.03 0.00
H 1.412919 -6.140824 -0.233673 0.00 0.00 -0.03
H 1.483850 -7.289859 1.106396 0.00 -0.03 0.01
H 2.534394 -5.862703 1.096760 0.04 0.01 0.00
Cl -0.236097 -0.005939 4.778002 -0.05 0.00 0.00
C -1.801614 0.074174 4.019964 0.00 0.01 0.00
C -2.939108 -0.152876 4.801460 0.00 -0.01 0.05
C -4.182017 -0.130569 4.241076 -0.02 -0.01 0.02
Cl -5.581576 -0.410573 5.252918 0.01 0.00 -0.01
C -4.345153 0.101874 2.855096 0.01 0.02 -0.02
C -5.592219 0.112931 2.194306 -0.03 -0.02 0.09
C -5.637724 0.319979 0.848642 -0.01 0.01 -0.08
C -4.430102 0.511818 0.151551 0.01 0.00 0.04
N -3.254827 0.517075 0.724760 0.03 0.01 0.01
C -3.189601 0.327861 2.067322 0.02 0.00 -0.01
C -1.859066 0.351578 2.654202 0.05 -0.08 -0.12
O -0.835884 0.570487 1.925305 0.28 -0.05 -0.03
H -2.821891 -0.348369 5.858853 -0.01 0.00 0.00
H -6.496481 -0.046600 2.766198 0.01 0.00 0.00
H -6.578209 0.334770 0.314665 -0.01 0.00 -0.01
H -4.449065 0.668385 -0.921492 -0.03 0.00 -0.04
C 6.374231 0.253684 -0.316937 -0.02 0.07 0.04
C 5.799869 1.443037 0.431213 0.10 -0.06 -0.04
O 5.113311 1.039101 1.625209 -0.03 0.05 -0.05
P 3.568169 0.534053 1.419865 -0.38 -0.02 -0.09
O 3.074023 0.656140 2.958287 0.16 -0.10 -0.02
C 2.542531 1.924261 3.373008 -0.11 0.06 0.06
C 2.925145 2.161632 4.815951 -0.03 -0.01 -0.10
O 3.693373 -1.059426 1.306400 0.00 0.13 -0.02
C 4.250802 -1.860824 2.362715 0.00 -0.03 0.05
C 4.893480 -3.075974 1.736392 -0.02 -0.02 0.15
H 6.941195 0.599190 -1.182356 0.02 0.00 -0.02
H 5.577735 -0.400910 -0.669752 -0.02 -0.03 -0.02
H 7.036366 -0.322388 0.330367 0.02 -0.01 0.02
H 5.117752 1.999896 -0.217516 -0.04 0.03 0.01
H 6.588887 2.124020 0.754710 -0.04 -0.03 0.00
H 1.455115 1.892098 3.254419 0.05 0.01 0.00
H 2.938984 2.721261 2.736568 0.01 0.01 0.02
H 2.530565 1.364553 5.444027 -0.02 -0.03 0.03
H 2.510866 3.109979 5.158163 -0.01 0.03 0.01
H 4.009125 2.188360 4.922806 0.03 0.01 0.00
H 3.428317 -2.145368 3.022483 0.07 0.01 -0.01
H 4.973167 -1.263935 2.928528 -0.05 -0.07 -0.02
H 4.159741 -3.603898 1.129526 -0.02 0.00 0.03
H 5.260868 -3.741092 2.520529 0.03 -0.02 0.00
H 5.733154 -2.787286 1.104085 0.06 0.04 -0.02
F 2.823819 2.368355 -2.030296 0.06 -0.15 -0.08
C 2.974000 1.520894 -3.069382 0.05 0.27 0.12
F 3.073161 2.251639 -4.181045 -0.01 -0.06 0.01
F 4.123245 0.862414 -2.893457 0.01 -0.04 -0.05
S 1.532975 0.385307 -3.124247 0.01 0.00 -0.03
O 0.412810 1.310566 -3.006549 -0.02 -0.08 -0.24
O 1.661754 -0.342012 -4.349445 -0.01 -0.02 0.00
O 1.698737 -0.369241 -1.880215 0.18 -0.19 -0.17
```
Positions in Å, forces in eV/Å.

## Properties
Multiplicity: 1
ΔE to the lowest compared entry with this formula, charge and spin, kcal per mole: 24.1
Charge: -1

***

Across the entries above, gap between HOMO and LUMO takes the values 6.048, 6.896 eV, respectively.
Across the entries above, maximum force takes the values 0.094, 0.023 hartree/bohr, respectively.